Below is a structure of composition C39H38N6PTi at a distorted geometry, with properties calculated with the ωB97M-V functional and the def2-TZVPD basis.

The geometry in ORCA input format:
```
! RIJCOSX wB97M-V def2-TZVPD def2/J DEFGRID3
* xyz 0 2
Ti 0.38 0.14 0.81
N -2.10 -0.36 -0.36
C -2.44 -1.65 -0.81
C -3.70 -1.95 -1.30
C -4.00 -3.23 -1.74
C -3.04 -4.23 -1.69
C -1.76 -3.92 -1.23
C -1.44 -2.63 -0.82
P 0.25 -2.14 -0.41
C 0.90 -1.50 -2.00
C 0.07 -1.29 -3.10
C 0.58 -0.72 -4.26
C 1.92 -0.38 -4.34
C 2.76 -0.60 -3.26
C 2.24 -1.14 -2.09
C 1.16 -3.64 -0.03
C 1.01 -4.18 1.24
C 1.67 -5.35 1.58
C 2.50 -5.98 0.66
C 2.66 -5.44 -0.61
C 1.98 -4.28 -0.96
H -1.81 -0.43 0.63
H -2.82 0.35 -0.39
H -4.46 -1.18 -1.31
H -4.99 -3.45 -2.11
H -3.26 -5.23 -2.01
H -1.00 -4.69 -1.21
H -0.98 -1.55 -3.06
H -0.08 -0.55 -5.11
H 2.32 0.05 -5.25
H 3.80 -0.33 -3.30
H 2.90 -1.27 -1.23
H 0.37 -3.69 1.97
H 1.55 -5.77 2.57
H 3.02 -6.88 0.92
H 3.30 -5.92 -1.33
H 2.10 -3.86 -1.96
C 3.41 0.90 3.17
C 3.23 -0.22 2.14
C 2.74 -1.47 2.88
C 2.22 0.25 1.10
C 4.53 -0.53 1.39
C 5.62 0.32 1.40
C 6.76 0.03 0.65
C 6.82 -1.11 -0.13
C 5.73 -1.97 -0.15
C 4.60 -1.68 0.60
H 2.51 0.99 3.76
H 3.60 1.86 2.70
H 4.24 0.67 3.85
H 1.80 -1.27 3.38
H 3.47 -1.78 3.64
H 2.58 -2.31 2.21
H 2.69 0.89 0.34
H 5.60 1.22 2.00
H 7.60 0.71 0.68
H 7.70 -1.33 -0.71
H 5.75 -2.88 -0.75
H 3.76 -2.37 0.58
N -1.51 -2.81 4.45
N -1.61 -1.53 3.88
N -1.22 -0.46 4.69
C -0.60 0.32 3.88
N -0.45 -0.16 2.62
N -1.04 -1.44 2.62
H -0.73 -2.82 5.10
H -2.37 -2.99 4.95
H -0.19 1.28 4.15
C 1.45 4.47 -2.88
C 1.86 3.13 -2.69
C 1.31 2.40 -1.67
C 0.34 2.93 -0.79
C -0.23 2.14 0.27
C -1.24 2.72 1.00
C -1.67 4.06 0.78
C -1.10 4.81 -0.19
C -0.08 4.26 -1.01
C 0.50 5.01 -2.06
H 1.89 5.06 -3.67
H 2.60 2.68 -3.34
H 1.64 1.37 -1.56
H -1.71 2.16 1.81
H -2.45 4.47 1.41
H -1.42 5.83 -0.36
H 0.18 6.04 -2.21
*
```

Energy relative to the best compared isomer or geometry (same formula, charge and spin) (kJ/mol): 41.0
Highest occupied orbital energy (alpha / beta) (eV): -6.2759 / -7.2974
⟨S²⟩: 0.761
Kohn-Sham gap (alpha / beta) (Eh): 0.242 / 0.279